# 1
44
Properties=species:S:1:pos:R:3:lowdin_charge:R:1 method="wB97M-V/def2-TZVPD" e_lumo_ev="-5.0 / -5.6" charge=+1 e_homo_ev="-11.05 / -12.17" spin_multiplicity=5 de_lowest_kj_mol=423.2
C 1.665 -0.630 -0.015 -0.424
C 1.292 -2.108 -0.010 -0.120
C 2.799 -0.432 -1.016 -0.097
C 2.232 -0.334 1.372 -0.116
H 3.773 -0.670 -0.560 0.102
H 2.867 0.596 -1.372 0.066
H 2.708 -1.065 -1.898 0.072
H 2.194 -2.738 0.045 0.108
H 0.749 -2.424 -0.899 0.057
H 0.682 -2.369 0.856 0.049
H 2.824 -1.189 1.732 0.105
H 1.458 -0.155 2.115 0.038
H 2.902 0.524 1.382 0.079
C -1.699 1.012 -2.579 -0.143
C -0.416 0.643 -3.045 -0.118
C -0.172 -0.681 -2.640 -0.111
H 0.255 1.263 -3.617 0.115
C -1.287 -1.129 -1.907 -0.169
C -2.245 -0.082 -1.878 -0.122
H -3.230 -0.131 -1.449 0.111
H -2.181 1.961 -2.744 0.110
H 0.714 -1.250 -2.852 0.106
H -1.401 -2.107 -1.475 0.084
C -0.764 2.799 0.896 -0.123
C -0.755 3.232 -0.442 -0.127
C 0.559 3.088 -0.940 -0.122
H -1.600 3.617 -0.987 0.112
C 1.363 2.566 0.091 -0.108
C 0.546 2.374 1.226 -0.162
H 0.860 1.981 2.175 0.098
H -1.613 2.822 1.556 0.114
H 0.890 3.338 -1.935 0.115
H 2.413 2.352 0.022 0.108
Ru -0.287 0.744 -0.516 1.096
C -1.692 -1.414 3.231 -0.215
S -1.160 -0.620 1.622 0.804
C -2.077 -2.052 0.859 -0.341
O -0.788 0.515 2.568 -0.386
H -1.210 -2.407 3.353 0.080
H -2.800 -1.407 3.337 0.079
H -1.364 -0.891 4.160 0.068
H -2.823 -1.678 0.141 0.028
H -1.402 -2.858 0.521 0.051
H -2.781 -2.609 1.513 0.051


# 2
4
Properties=species:S:1:pos:R:3:lowdin_charge:R:1 method="wB97M-V/def2-TZVPD" e_lumo_ev=0.1 charge=0 e_homo_ev=-11.34 spin_multiplicity=1 de_lowest_kj_mol=123.9
N 2.596 -0.150 -0.036 0.155
C 1.502 0.126 0.077 -0.443
O 0.370 0.659 -0.032 0.145
H -0.284 -0.052 0.021 0.143


# 3
20
Properties=species:S:1:pos:R:3:lowdin_charge:R:1 method="wB97M-V/def2-TZVPD" e_lumo_ev=0.3 charge=0 e_homo_ev=-7.65 spin_multiplicity=1 de_lowest_kj_mol=349.4
O 3.690 0.180 -0.373 0.035
C 2.519 0.427 0.007 -0.408
C 1.812 1.714 0.156 0.030
C 0.455 1.751 0.345 -0.058
N -0.383 0.717 0.133 -0.059
C -1.756 0.916 -0.287 -0.117
C -2.617 -0.377 -0.052 -0.086
C -2.039 -1.601 0.029 -0.132
C -0.617 -1.691 0.013 -0.065
C 0.129 -0.557 0.088 -0.116
N 1.671 -0.626 0.345 -0.007
O 2.109 -1.844 -0.099 0.012
H 2.465 2.604 0.247 0.120
H 0.047 2.642 0.616 0.098
H -1.755 1.012 -1.417 0.140
H -2.299 1.718 0.296 0.138
H -3.730 -0.188 -0.039 0.110
H -2.636 -2.553 0.286 0.133
H 0.062 -2.613 0.318 0.154
H 2.872 -1.632 -0.612 0.078